(1)
Formula: C12H19O2P
Source: OMol25
Level of theory: wB97M-V/def2-TZVPD

Summary:
Electronic energy   -26134.3768 eV
Max |F|   1.66 eV Å⁻¹
Charge   0
Lowest unoccupied orbital energy (spin up / spin down)   0.70 / -0.56 eV
2S+1   1
Frontier orbital gap (spin up / spin down)   0.2999 / 0.2364 Eh
Energy relative to the best compared isomer or geometry (same formula, charge and spin)   21.3 kcal/mol

Positions of all 34 atoms, in Å:
C -3.85934 0.75454 -0.24852
C -3.06017 0.09890 -1.17231
C -3.31017 1.23443 0.93036
C -1.71251 -0.07959 -0.92177
C -1.96320 1.05466 1.18474
C -1.15686 0.41868 0.25067
C 0.75729 -3.44434 1.34399
C 1.16321 2.62150 -0.04614
C 3.06386 0.99714 0.20932
C 1.56244 0.86072 -1.80153
C 0.55135 -3.05187 -0.07285
C 1.65553 1.20970 -0.32676
O 0.79453 0.27640 2.14674
O -0.60697 -3.25585 -0.71103
P 0.57657 0.04416 0.70114
H -4.91427 0.87926 -0.44687
H -3.49353 -0.28543 -2.08510
H -3.93761 1.73970 1.65036
H -1.08905 -0.61050 -1.62539
H -1.51085 1.40284 2.10266
H -0.15023 -3.87928 1.76234
H 1.57060 -4.16690 1.42320
H 1.03141 -2.58725 1.96472
H 0.15581 2.76418 -0.43802
H 1.14605 2.80128 1.02764
H 1.82271 3.35511 -0.51058
H 3.07892 1.18663 1.28158
H 3.76954 1.66909 -0.27687
H 3.38380 -0.03168 0.04257
H 1.78985 -0.19034 -1.96003
H 0.56458 1.06404 -2.18279
H 2.27206 1.45844 -2.37348
H 1.38982 -2.96747 -0.74273
H -1.33520 -3.34089 -0.07925

Results of the natural (NBO) charge analysis, in e, for atoms 1 through 8:
1 C -0.2083
2 C -0.2097
3 C -0.2117
4 C -0.2388
5 C -0.2230
6 C -0.3343
7 C -0.7140
8 C -0.6255

(2)
Formula: C3H6F2O7S2
Source: OMol25
Level of theory: wB97M-V/def2-TZVPD

Summary:
Electronic energy   -44644.1329 eV
Max |F|   3.25 eV Å⁻¹
Charge   0
Lowest unoccupied orbital energy   0.33 eV
2S+1   1
Frontier orbital gap   0.4448 Eh
Energy relative to the best compared isomer or geometry (same formula, charge and spin)   5.2 kcal/mol

Positions of all 20 atoms, in Å:
C -1.98887 -1.93284 0.44916
O -2.15289 -1.01115 -0.63330
S -2.02892 0.54914 -0.32351
O -1.87453 0.94476 1.08703
O -3.07865 1.12684 -1.13258
C -0.44423 1.19853 -1.00202
S 0.78230 0.84871 0.22442
O 0.55974 -0.41632 0.89031
O 2.02170 1.15640 -0.44809
O 0.43369 2.10467 1.11930
H -1.66787 -1.56464 1.39558
H -1.15023 -2.50548 0.25161
H -2.85577 -2.65798 0.43287
H -0.33943 0.87418 -1.99133
H -0.69031 2.22871 -0.97067
H -0.50783 2.13223 1.30312
O 4.55279 -0.10366 -0.89889
C 3.82891 -0.70835 -0.20905
F 3.71609 -0.70701 1.07523
F 2.88432 -1.55676 -0.61919

Results of the natural (NBO) charge analysis, in e, for atoms 1 through 8:
1 C -0.2817
2 O -0.6698
3 S 2.3357
4 O -0.9551
5 O -0.8993
6 C -0.9290
7 S 2.3774
8 O -0.9000

(3)
Formula: C15H26N3PtSe
Source: OMol25
Level of theory: wB97M-V/def2-TZVPD

Summary:
Electronic energy   -89034.2123 eV
Max |F|   0.74 eV Å⁻¹
Charge   +1
Lowest unoccupied orbital energy (spin up / spin down)   -4.09 / -4.09 eV
2S+1   1
Frontier orbital gap (spin up / spin down)   0.2419 / 0.2419 Eh
Energy relative to the best compared isomer or geometry (same formula, charge and spin)   0.0 kcal/mol

Positions of all 46 atoms, in Å:
Pt -0.46131 0.38774 0.90199
C 1.59590 1.34977 -1.13197
C 0.40682 1.53635 -2.08246
N -0.85376 1.45332 -1.35505
C -1.89122 0.55816 -1.85659
C -1.45886 -0.89610 -1.71645
N -0.89637 -1.22502 -0.36416
C 0.35852 -2.01570 -0.43689
C 1.47381 -1.12352 -0.93531
N 1.42310 0.18242 -0.23186
H 2.51374 1.25234 -1.71882
H 1.69195 2.22624 -0.49193
H 0.52426 2.50224 -2.57611
H 0.42547 0.78540 -2.87546
H -1.23748 2.37366 -1.19390
H -2.77811 0.72533 -1.24506
H -2.16364 0.74666 -2.90108
H -2.30994 -1.54728 -1.91533
H -0.69789 -1.14001 -2.45647
H -1.57823 -1.75396 0.16812
H 0.57286 -2.36027 0.57386
H 0.24685 -2.89145 -1.08216
H 2.43111 -1.62303 -0.78323
H 1.38651 -0.93973 -2.00485
H 2.13513 0.22289 0.48751
C 0.97010 -0.94289 8.05623
C 0.48205 -0.44224 6.72361
C 0.97576 0.73413 6.17397
C 0.50427 1.23573 4.96741
C 1.06898 2.51195 4.40556
C -0.48399 0.50935 4.29726
Se -1.25587 1.35660 2.73638
C -0.98450 -0.69170 4.79834
C -2.02717 -1.52484 4.09898
C -0.48286 -1.14308 6.01564
H 1.72172 -0.27810 8.47853
H 1.40890 -1.93766 7.96567
H 0.14598 -1.01508 8.76719
H 1.74832 1.28390 6.70042
H 1.82119 2.92648 5.07441
H 0.29191 3.26795 4.26652
H 1.53599 2.34491 3.43210
H -2.26707 -1.14616 3.10842
H -2.95096 -1.55676 4.67913
H -1.67601 -2.55250 3.99065
H -0.86496 -2.07579 6.41915

Results of the natural (NBO) charge analysis, in e, for atoms 1 through 8:
1 Pt 0.4778
2 C -0.2313
3 C -0.2477
4 N -0.6826
5 C -0.2304
6 C -0.2464
7 N -0.5867
8 C -0.2389

(4)
Formula: C2H4NO3S
Source: OMol25
Level of theory: wB97M-V/def2-TZVPD

Summary:
Electronic energy   -20603.9285 eV
Max |F|   6.44 eV Å⁻¹
Charge   -1
Lowest unoccupied orbital energy (spin up / spin down)   3.58 / 3.59 eV
2S+1   1
Frontier orbital gap (spin up / spin down)   0.3098 / 0.3134 Eh
Energy relative to the best compared isomer or geometry (same formula, charge and spin)   88.7 kcal/mol

Positions of all 11 atoms, in Å:
C -0.11387 -0.20126 -0.74686
C -1.02865 -1.04788 -1.49007
N -0.43229 0.30770 1.02212
O 0.41781 2.39054 2.01133
O 2.00962 1.04897 0.70129
O 1.14202 0.19645 2.84031
S 0.90917 1.05293 1.66648
H 0.89069 0.09989 -0.95900
H -2.06238 -0.72822 -1.36110
H -0.96473 -2.08006 -1.13225
H -0.76740 -1.03906 -2.55225

Results of the natural (NBO) charge analysis, in e, for atoms 1 through 8:
1 C 0.0652
2 C -0.7290
3 N -0.5945
4 O -0.9972
5 O -1.0387
6 O -0.9940
7 S 2.4183
8 H 0.2032

Q: Look up the max |F| of the first one.
A: 1.66 eV Å⁻¹